# 1
Molecular formula: C4H3KLi2O2
Method: DFT, the ωB97M-V functional and the def2-TZVPD basis

```
12
Properties=species:S:1:pos:R:3:forces:R:3
C 1.825 0.473 1.382 -0.02 -1.89 3.15
O 1.946 1.416 0.644 0.29 -0.02 -0.50
Li 3.212 2.374 -0.386 -0.05 -0.03 0.11
K -0.871 -2.539 0.989 -0.17 -0.74 0.00
C 1.485 -2.094 3.166 -1.64 0.71 0.70
C 0.799 -1.093 2.979 1.83 -1.37 -0.64
C 0.460 0.105 2.193 0.59 0.78 -0.62
O -0.522 -0.120 1.263 -0.62 0.70 -0.50
Li -1.591 1.076 0.500 0.09 -0.10 0.21
H 1.810 -3.026 3.605 0.24 0.36 -0.23
H 0.244 0.943 2.881 0.15 0.00 -0.18
H 2.636 -0.307 1.778 -0.70 1.59 -1.50
```
Positions in Å, forces in eV/Å.

Lowest unoccupied orbital energy   -6.85 eV
E_HOMO   -16.27 eV
Net charge   +2

***

# 2
Molecular formula: C4H3LiNaO6
Method: DFT, the ωB97M-V functional and the def2-TZVPD basis

```
15
Properties=species:S:1:pos:R:3:forces:R:3
O 4.176 -0.988 0.372 0.66 -0.06 -0.12
C 3.292 -0.148 0.103 -0.89 -0.28 0.29
O 3.470 0.996 -0.365 0.50 0.48 -0.29
O 2.013 -0.567 0.386 0.79 -0.35 -0.15
C 0.966 0.305 0.234 -0.69 0.50 -0.86
O -1.313 0.735 0.451 0.89 0.34 -0.34
C -2.608 0.294 0.378 -1.07 -0.55 -1.53
C -0.284 -0.160 0.286 0.12 -0.06 1.31
O -2.845 -0.933 0.380 0.21 0.04 0.63
O -3.457 1.184 0.156 0.07 0.09 0.71
H 1.213 1.321 -0.071 -0.05 -0.20 0.53
H -0.529 -1.210 0.447 0.01 0.26 -0.12
Na 5.724 0.509 -0.432 -0.81 -0.21 0.18
Li -4.675 -0.367 -0.345 0.55 -0.05 -0.55
H -5.142 -0.970 -1.980 -0.29 0.07 0.29
```
Positions in Å, forces in eV/Å.

Lowest unoccupied orbital energy   0.44 eV
E_HOMO   -2.78 eV
Net charge   -1

***

# 3
Molecular formula: C4H3LiO2Y
Method: DFT, the ωB97M-V functional and the def2-TZVPD basis

```
11
Properties=species:S:1:pos:R:3:forces:R:3
Y 2.998 -0.078 1.792 -0.63 -0.17 -0.03
O -0.243 0.071 0.110 2.88 -0.28 -0.10
C -0.686 -1.253 -0.268 -0.53 -1.00 0.49
H -0.351 -1.769 -1.182 0.65 0.81 0.01
H -0.504 -1.940 0.572 -0.13 0.03 -0.15
C -3.360 -0.919 0.133 -0.51 -1.22 0.83
C -2.134 -0.825 -0.420 0.29 1.92 2.27
C -1.986 0.528 0.094 -2.47 3.50 -4.22
O -2.304 1.693 0.050 1.64 -3.38 1.49
Li 1.033 1.060 -0.782 -0.93 -0.08 -0.09
H -3.610 -1.855 0.660 -0.26 -0.15 -0.51
```
Positions in Å, forces in eV/Å.

Lowest unoccupied orbital energy (spin up / spin down)   -6.33 / -6.33 eV
E_HOMO (spin up / spin down)   -9.73 / -9.72 eV
Net charge   +1

***

# 4
Molecular formula: C4H3LiO6Sr
Method: DFT, the ωB97M-V functional and the def2-TZVPD basis

```
15
Properties=species:S:1:pos:R:3:forces:R:3
O 3.803 -0.962 0.557 -0.32 -0.26 -0.02
C 2.803 -0.201 0.364 3.24 1.41 -0.64
O 2.996 0.984 -0.049 -0.41 -0.06 0.23
O 1.609 -0.692 0.563 -2.05 -0.34 1.14
C 0.512 0.153 0.826 -0.02 -0.47 -1.79
O -1.691 0.624 0.249 0.05 0.15 0.43
C -2.721 0.453 -0.633 -0.37 -0.35 0.89
C -0.689 -0.319 0.350 0.44 -0.04 -0.84
O -2.802 -0.598 -1.301 -0.16 -0.16 -0.74
O -3.578 1.362 -0.621 -0.25 0.09 -0.62
Sr 5.659 0.628 -0.128 -1.37 -0.35 0.23
Li -4.510 0.270 -2.029 0.90 0.08 0.78
H 0.701 1.221 0.946 0.08 -0.48 0.53
H -0.695 -1.087 -0.431 -0.07 0.07 0.57
H -1.398 -1.839 1.337 0.29 0.69 -0.16
```
Positions in Å, forces in eV/Å.

Lowest unoccupied orbital energy (spin up / spin down)   -0.70 / -0.70 eV
E_HOMO (spin up / spin down)   -7.79 / -5.29 eV

***

# 5
Molecular formula: C4H3LiORu
Method: DFT, the ωB97M-V functional and the def2-TZVPD basis

```
10
Properties=species:S:1:pos:R:3:forces:R:3
C -1.644 -0.679 0.572 -3.02 0.63 -2.61
C -0.740 0.118 0.835 0.74 0.19 0.45
H -1.521 1.862 -0.670 -1.69 1.01 -1.50
Li -4.588 1.353 -3.511 -0.26 -0.73 -0.40
O -2.642 3.483 -1.377 -0.47 1.05 -0.93
C -2.413 2.240 -1.410 2.93 -2.51 3.47
C -3.196 1.204 -1.877 -0.04 1.05 -0.93
Ru -4.465 4.072 -1.725 -0.02 0.21 0.45
H -2.652 0.252 -1.954 -0.40 0.09 -0.31
H -2.580 -0.623 -0.156 2.23 -0.98 2.32
```
Positions in Å, forces in eV/Å.

Lowest unoccupied orbital energy (spin up / spin down)   -11.02 / -12.26 eV
E_HOMO (spin up / spin down)   -17.31 / -16.83 eV
<S²>   12.03
Net charge   +2
Multiplicity   7

***

# 6
Molecular formula: C4H3N
Method: DFT, the ωB97M-V functional and the def2-TZVPD basis

```
8
Properties=species:S:1:pos:R:3:forces:R:3
C 1.704 0.901 -0.304 -0.29 0.24 -0.12
C 0.509 0.844 -0.443 0.50 0.22 -0.01
C -0.961 -0.876 -0.064 0.18 0.40 -0.11
C -1.979 0.076 -0.523 -0.59 0.41 -0.22
N -0.808 0.694 -0.568 0.56 -2.15 0.80
H 2.757 0.964 -0.186 -0.01 0.09 -0.03
H -0.731 -1.019 0.996 -0.16 0.36 -0.29
H -0.490 -1.597 -0.738 -0.20 0.44 -0.02
```
Positions in Å, forces in eV/Å.

Lowest unoccupied orbital energy   0.28 eV
E_HOMO   -8.57 eV

***

# 7
Molecular formula: C4H3N
Method: DFT, the ωB97M-V functional and the def2-TZVPD basis

```
8
Properties=species:S:1:pos:R:3:forces:R:3
C -1.883 -0.903 -0.326 -0.05 -0.02 -1.95
C -0.735 -0.590 -0.161 0.70 1.21 1.13
C 0.480 -0.090 0.459 2.07 3.54 1.01
C 1.311 1.172 -0.059 -4.97 -6.47 2.10
H -2.607 -1.064 -1.104 -0.50 -0.29 0.76
H 1.272 -0.798 0.540 0.29 -0.87 0.32
H 0.342 0.433 1.430 -0.82 -1.56 0.16
N 1.818 1.840 -0.779 3.28 4.46 -3.53
```
Positions in Å, forces in eV/Å.

Lowest unoccupied orbital energy   0.52 eV
E_HOMO   -10.99 eV
SMILES   C#CCC#N

***

# 8
Molecular formula: C4H3N
Method: DFT, the ωB97M-V functional and the def2-TZVPD basis

```
8
Properties=species:S:1:pos:R:3:forces:R:3
C -1.413 0.770 -0.479 0.07 0.23 -0.01
C -0.139 0.895 -0.217 -0.10 -0.10 -0.03
C 1.138 0.833 0.033 -0.31 -0.36 -0.02
C 1.568 -0.406 0.192 0.16 -0.63 0.08
N 2.010 -1.522 0.338 -0.15 0.75 -0.07
H -2.158 0.782 0.309 0.09 0.08 -0.05
H 1.349 -2.292 0.268 0.25 -0.07 0.05
H -1.739 0.637 -1.504 -0.01 0.10 0.06
```
Positions in Å, forces in eV/Å.

Lowest unoccupied orbital energy   0.38 eV
E_HOMO   -8.74 eV
SMILES   C=C=C=C=N

***

# 9
Molecular formula: C4H3N2O2S2
Method: DFT, the ωB97M-V functional and the def2-TZVPD basis

```
13
Properties=species:S:1:pos:R:3:forces:R:3
C -0.686 -2.599 -1.846 -0.18 -1.67 -0.26
C -2.364 -2.344 1.433 0.71 1.25 0.84
C 0.343 -0.576 -1.126 -0.25 -0.73 -1.26
C 0.760 0.559 -0.659 -0.30 0.79 0.01
N 0.077 -1.523 -1.855 1.06 0.47 0.78
N -0.848 -3.733 -2.113 -0.82 1.43 -0.23
O -2.241 -2.786 0.335 0.29 -0.51 -1.64
O -1.362 -4.808 -2.359 0.47 -0.08 0.24
S -1.350 -0.837 1.976 0.45 0.27 -0.15
S -3.278 -2.714 2.745 -1.33 -0.83 1.24
H 1.290 0.704 0.252 0.54 -0.36 0.39
H 0.313 1.453 -1.056 -0.24 0.17 -0.21
H -0.511 -0.640 0.936 -0.41 -0.21 0.26
```
Positions in Å, forces in eV/Å.

Lowest unoccupied orbital energy   2.70 eV
E_HOMO   -3.81 eV
Net charge   -1

***

# 10
Molecular formula: C4H3N2O3
Method: DFT, the ωB97M-V functional and the def2-TZVPD basis

```
12
Properties=species:S:1:pos:R:3:forces:R:3
C 1.192 1.051 0.200 2.71 -1.24 0.25
C -0.954 -0.405 -0.217 1.94 0.78 -1.07
C -0.042 1.537 0.130 -0.38 0.03 0.92
C 1.482 -0.422 0.255 -0.12 1.37 0.03
N 0.362 -1.028 -0.082 -3.78 -2.50 -0.33
N -1.986 -0.939 0.433 -0.61 -0.42 0.74
O -0.807 2.420 0.261 -0.40 0.28 -0.47
O -3.174 -0.753 0.034 1.37 0.34 -0.04
O 2.526 -1.019 0.511 0.11 0.75 -0.33
H 2.127 1.625 0.155 -0.88 0.39 0.22
H -1.034 -0.093 -1.245 -0.88 0.33 -0.55
H 0.307 -1.974 -0.434 0.90 -0.13 0.63
```
Positions in Å, forces in eV/Å.

Lowest unoccupied orbital energy   3.83 eV
E_HOMO   -4.15 eV
Net charge   -1
SMILES   O=C=CC(=O)N/C=N/[O-]

***

# 11
Molecular formula: C4H3N2O5
Method: DFT, the ωB97M-V functional and the def2-TZVPD basis

```
14
Properties=species:S:1:pos:R:3:forces:R:3
C 1.865 -0.969 1.003 1.80 -0.16 -3.67
C 3.978 -1.109 -0.150 1.29 0.54 -0.04
C 1.111 -0.666 -0.341 -0.83 1.76 0.87
C 0.859 0.820 -0.591 -2.79 -1.75 -4.25
N 3.120 -1.361 0.746 -0.89 -1.20 1.45
N 4.292 1.227 0.560 -0.39 1.26 -0.74
O 3.934 0.425 -0.479 0.49 0.95 -0.13
O 1.358 -0.896 2.069 -1.69 0.31 2.47
O 4.867 -1.726 -0.678 -0.32 0.55 -0.26
O 4.134 2.412 0.314 0.21 -2.47 0.14
O 0.715 -1.492 -1.104 -0.05 -1.21 -0.52
H 0.100 1.089 -1.529 1.85 -1.21 2.38
H 1.737 1.278 -0.827 2.69 1.20 -0.75
H 0.510 1.303 0.220 -1.36 1.43 3.06
```
Positions in Å, forces in eV/Å.

Lowest unoccupied orbital energy   3.77 eV
E_HOMO   -5.27 eV
Net charge   -1
SMILES   CC(=O)C(=O)/N=C(/[O-])ON=O

***

# 12
Molecular formula: C4H3N3
Method: DFT, the ωB97M-V functional and the def2-TZVPD basis

```
10
Properties=species:S:1:pos:R:3:forces:R:3
N 2.709 0.051 0.172 -1.07 0.46 -0.11
C 1.651 0.515 0.059 0.92 -0.34 0.09
C 0.586 -2.538 0.161 -0.85 0.65 -0.05
N -0.237 -1.696 0.095 0.80 -0.77 0.06
C -1.155 -0.673 0.001 -0.03 0.26 -0.02
C -0.803 0.613 -0.080 -0.07 -0.15 0.00
N 0.478 1.159 -0.078 0.04 0.04 0.00
H -2.201 -0.958 -0.009 0.19 0.07 0.00
H -1.578 1.366 -0.165 0.09 -0.14 0.02
H 0.551 2.161 -0.155 -0.03 -0.08 0.00
```
Positions in Å, forces in eV/Å.

Lowest unoccupied orbital energy   0.29 eV
E_HOMO   -9.36 eV